70
Properties=species:S:1:pos:R:3 method="wB97M-V/def2-TZVPD" e_above_lowest_ev=0.470 lumo_energy_ev="-4.67 / -5.35" largest_force_ha_per_bohr=0.0120 charge=+1 spin_multiplicity=4 s2=3.799 homo_lumo_gap_ev="6.1 / 6.5"
Pt -0.3047 -0.6865 -0.2219
Br -0.3923 6.9584 4.0291
C 0.6171 6.5518 2.5042
C 0.7959 7.5230 1.5242
C 1.5465 7.2280 0.4031
C 2.1016 5.9564 0.2670
C 1.9288 4.9860 1.2611
C 1.1802 5.2849 2.3806
N 2.8612 5.7034 -0.8727
N 3.3540 4.6068 -1.1614
C 2.8548 3.3914 -1.2555
C 3.8203 2.3425 -1.4183
C 3.4931 1.0326 -1.3560
C 2.1360 0.6489 -1.1253
O 1.7982 -0.5409 -0.9450
C 1.1104 1.7089 -1.1195
N -0.1649 1.2824 -1.0184
C -1.1599 2.1517 -0.9985
C -0.9182 3.5203 -1.1077
C 0.3734 3.9742 -1.1948
C 1.4379 3.0543 -1.1854
H 0.3545 8.5017 1.6462
H 1.7161 7.9644 -0.3714
H 2.3815 4.0080 1.1550
H 1.0301 4.5449 3.1543
H 4.8513 2.6488 -1.5412
H 4.2351 0.2505 -1.4308
H -2.1584 1.7546 -0.8857
H -1.7520 4.2073 -1.0959
H 0.5594 5.0338 -1.2783
C -2.4558 -1.1119 -3.4705
Si -2.1735 -2.9498 -3.4402
C -0.4767 -3.3659 -4.0813
C -3.4837 -3.8976 -4.3377
C -2.2657 -3.4870 -1.6182
Te -0.4446 -3.2653 -0.5405
C -1.1895 -3.7300 1.4079
Si 0.1945 -4.3659 2.5436
C 0.7565 -5.9937 1.8361
C -0.5261 -4.5248 4.2367
C 1.5967 -3.1406 2.5031
H -2.1832 -0.6780 -4.4350
H -1.8479 -0.6222 -2.7029
H -3.5036 -0.8702 -3.2766
H -0.4477 -3.3086 -5.1715
H -0.1845 -4.3805 -3.7987
H 0.2850 -2.6792 -3.6997
H -3.5142 -3.6364 -5.3978
H -4.4734 -3.7044 -3.9174
H -3.2885 -4.9702 -4.2639
H -2.5043 -4.5492 -1.5282
H -3.0166 -2.9128 -1.0733
H -1.9561 -4.4870 1.2313
H -1.6522 -2.8306 1.8112
H -0.0834 -6.5920 1.4742
H 1.2818 -6.5886 2.5865
H 1.4478 -5.8401 1.0034
H -1.3796 -5.2063 4.2472
H -0.8613 -3.5486 4.5946
H 0.2158 -4.9066 4.9421
H 1.8084 -2.7635 1.4965
H 2.5140 -3.6167 2.8585
H 1.3875 -2.2775 3.1372
F 0.3383 0.7596 1.5311
As -1.0536 0.7738 2.6674
F -1.9975 0.3330 1.2001
F -0.7472 -0.9198 2.8679
F -2.4623 0.6759 3.6135
F -0.0311 1.1698 3.9646
F -1.3091 2.4172 2.2574

61
Properties=species:S:1:pos:R:3 method="wB97M-V/def2-TZVPD" lumo_energy_ev="-0.03 / -2.45" largest_force_ha_per_bohr=0.0787 charge=0 spin_multiplicity=3 s2=2.088 homo_lumo_gap_ev="7.6 / 5.5"
Au 0.9257 -0.7820 0.2405
C 2.0044 4.7427 3.4182
O 1.9726 3.3020 2.9746
C 1.0106 2.5847 3.5714
C 0.2252 3.0442 4.5911
C -0.9011 2.3116 5.0100
C -1.3339 1.2430 4.2491
C -0.5636 0.6689 3.2664
C -1.0808 -0.4927 2.5624
N -0.6567 -1.3050 1.6275
N -1.5437 -2.2726 1.2611
C -1.1036 -2.9168 0.1687
O 0.0113 -2.7449 -0.4467
C -2.1438 -3.8212 -0.3741
C -1.6433 -5.0365 -0.8286
C -2.6328 -5.9472 -1.2422
C -3.9818 -5.6176 -1.3689
C -4.4022 -4.3318 -1.0069
C -3.5030 -3.4145 -0.4619
C 0.7541 1.2637 2.9584
O 1.6489 0.6383 2.3005
H 2.7610 5.2554 2.7758
H 2.3845 4.8469 4.4864
H 1.0186 5.2160 3.4165
H 0.5418 3.9420 5.0934
H -1.4321 2.6338 5.8742
H -2.3341 0.9622 4.3684
H -2.1105 -0.7928 2.8578
H -0.6216 -5.1975 -0.9229
H -2.3679 -6.9619 -1.3312
H -4.6692 -6.2216 -1.9137
H -5.4455 -4.0354 -1.1462
H -3.7314 -2.3476 -0.2597
C 0.1246 3.1166 -3.6679
C -0.2002 1.6913 -4.1090
O -1.0647 1.2033 -3.1280
C -2.0836 0.3046 -3.7469
C -2.8774 -0.2973 -2.5724
H 0.6334 3.6880 -4.4251
H 0.6213 3.1615 -2.7181
H -0.8024 3.6302 -3.5088
H 0.7134 1.0998 -4.0041
H -0.6454 1.7206 -5.0994
H -1.6024 -0.4700 -4.3265
H -2.5841 0.9604 -4.4319
H -2.1549 -0.9282 -1.9424
H -3.5962 -1.0571 -2.9182
H -3.4200 0.4281 -1.9658
C 4.2077 1.5466 0.1412
C 3.7021 0.1369 0.1363
C 4.8209 -0.8742 -0.2746
C 2.5122 -0.0230 -0.7642
H 5.1895 1.5929 0.5573
H 3.6487 2.2487 0.7502
H 4.2269 1.9807 -0.8863
H 3.4468 -0.1845 1.1875
H 5.3309 -0.4477 -1.2107
H 4.4982 -1.9096 -0.5009
H 5.5732 -0.9199 0.4728
H 2.6626 -0.7273 -1.6595
H 2.0631 0.9123 -1.1541